C4H9NO2 | ωB97M-V/def2-TZVPD

Properties
- Frontier orbital gap: 9.32 eV
- F_max: 6.09 eV/A
- E_HOMO: -8.827 eV
- Structure (SMILES): CC(N)=O.C=CO
- Lowest unoccupied orbital energy: 0.495 eV
- Relative energy (zero: lowest compared OMol25 entry of this formula, charge and spin): 67.3 kcal per mole

CARTESIAN COORDINATES (ANGSTROEM)
O (-1.56296, -1.24499, -1.43700)
O (2.16309, 0.71523, 0.30522)
N (0.05435, 0.36604, -1.40733)
C (-1.03765, -0.34819, -0.76475)
C (1.65158, -0.51252, 0.55760)
C (0.50565, -0.68291, 1.28994)
C (-1.92179, 0.55084, 0.08214)
H (-2.78438, 0.88556, -0.50039)
H (3.00361, 0.61891, -0.17242)
H (0.41408, -0.10798, -2.22710)
H (-2.31807, -0.08601, 0.87665)
H (0.33992, -1.63560, 1.77964)
H (0.40179, 1.25428, -1.04852)
H (-1.36156, 1.39090, 0.49866)
H (0.13752, 0.17187, 1.84812)
H (2.31482, -1.33542, 0.31954)

---

C18H33ClNO6PPtSi | ωB97M-V/def2-TZVPD

Properties
- Frontier orbital gap (spin up / spin down): 6.80 / 6.79 eV
- F_max: 3.06 eV/A
- E_HOMO (spin up / spin down): -8.976 / -8.975 eV
- Lowest unoccupied orbital energy (spin up / spin down): -2.180 / -2.181 eV
- Relative energy (zero: lowest compared OMol25 entry of this formula, charge and spin): 69.2 kcal per mole

CARTESIAN COORDINATES (ANGSTROEM)
Pt (-0.76657, -1.67836, -0.81330)
Cl (-1.82801, -4.38629, -1.67991)
P (-0.30844, 0.98711, -1.53553)
Si (-0.52538, -2.47869, 4.11226)
O (-0.63903, 2.27444, -0.64603)
O (0.82534, -1.73270, -3.10571)
O (-1.55752, 0.18373, -1.88957)
O (0.69028, 0.09332, -0.83056)
O (1.98934, -3.43303, 0.93263)
O (0.38438, 1.58177, -2.81278)
N (1.11473, -2.68645, -1.07233)
C (-1.91116, -2.77503, -2.34980)
C (1.00337, 2.74932, -4.75862)
C (3.44172, -2.93102, -0.95917)
C (-0.99133, 3.50644, -3.45316)
C (-2.39475, 1.44135, 0.85747)
C (-0.04626, 1.78059, 1.68423)
C (2.10909, -3.04942, -0.20414)
C (1.32138, -2.46500, 4.47718)
C (-0.81042, -2.26084, 2.29630)
C (3.08590, -2.19625, -2.25534)
C (-1.30555, -4.09927, 4.67623)
C (1.33054, 3.80147, -2.51032)
C (-1.12600, 2.28088, 0.72692)
C (0.41653, 2.92425, -3.36204)
C (-1.37380, -0.97419, 4.89567)
C (1.57099, -2.15465, -2.23840)
C (-0.99995, -2.06453, 1.11554)
C (-1.43936, 3.74540, 1.01917)
H (-1.33371, -2.70475, -3.26346)
H (1.11798, 3.71879, -5.24202)
H (-1.40742, -1.06788, 5.98255)
H (0.90639, 3.93821, -1.51843)
H (-2.36274, -4.14661, 4.41364)
H (1.81539, -3.26697, 3.92747)
H (1.51437, -2.60743, 5.54147)
H (-1.42203, 3.61773, -2.46132)
H (-0.38972, 1.89551, 2.71260)
H (-0.96354, 4.47979, -3.94129)
H (-0.80637, -4.94219, 4.19638)
H (-2.16220, 0.38018, 0.78017)
H (-2.86250, 1.62349, 1.82407)
H (-2.94225, -2.44852, -2.40648)
H (3.43996, -2.68136, -3.16319)
H (1.45887, 4.77520, -2.98257)
H (4.15579, -2.39960, -0.33455)
H (0.17274, 0.73161, 1.50338)
H (-2.39705, -0.87549, 4.53222)
H (-1.83323, 3.84044, 2.03009)
H (2.30752, 3.32715, -2.41321)
H (-0.83850, -0.05685, 4.64859)
H (-2.18012, 4.12549, 0.31494)
H (-1.22059, -4.23199, 5.75577)
H (0.34623, 2.12149, -5.35943)
H (-1.62713, 2.83311, -4.02969)
H (1.77974, -1.52481, 4.17028)
H (-3.09380, 1.69631, 0.06088)
H (1.97998, 2.27026, -4.69573)
H (3.80813, -3.94363, -1.12684)
H (-0.53778, 4.35272, 0.93568)
H (3.44644, -1.16741, -2.25392)
H (0.87104, 2.35369, 1.54508)

---

C5H6NO | ωB97M-V/def2-TZVPD

Properties
- Frontier orbital gap: 8.30 eV
- F_max: 5.12 eV/A
- E_HOMO: -14.757 eV
- Structure (SMILES): C/C=C1\CC1=[N+]=O
- Charge: +1
- Lowest unoccupied orbital energy: -6.462 eV
- Relative energy (zero: lowest compared OMol25 entry of this formula, charge and spin): 161.8 kcal per mole

CARTESIAN COORDINATES (ANGSTROEM)
O (4.70713, -0.68451, 0.12521)
N (3.71074, -0.16604, 0.03462)
C (1.57399, 1.41085, -0.25928)
C (0.37944, -0.81918, 0.14663)
C (1.29140, 0.08732, -0.05028)
C (2.70118, 0.39261, -0.17392)
C (-1.04403, -0.82280, 0.12629)
H (-1.44353, -1.03512, 1.06951)
H (-1.52255, -1.65264, -0.51941)
H (0.76136, -1.90350, 0.28299)
H (1.61920, 2.08024, 0.53452)
H (1.48386, 1.90442, -1.27746)
H (-1.70695, 0.08281, -0.13213)

---

C25H52O40S10 | ωB97M-V/def2-TZVPD

Properties
- Frontier orbital gap: 9.90 eV
- F_max: 6.21 eV/A
- E_HOMO: -9.790 eV
- Lowest unoccupied orbital energy: 0.114 eV

CARTESIAN COORDINATES (ANGSTROEM)
S (-1.94351, -9.67712, -3.08138)
S (8.37610, -3.42208, 6.57515)
S (0.25692, 7.99233, -2.56285)
S (-3.64080, -6.06709, 0.29796)
S (-4.99823, 1.47356, -1.34399)
S (2.21454, -2.14631, 8.64954)
S (0.44409, 0.22939, 3.19693)
S (-3.58530, -2.98273, 2.35288)
S (1.95821, 12.09821, -7.34895)
S (3.32288, 3.18762, -2.81790)
O (3.07861, 1.84604, -3.22896)
O (0.24190, 9.41659, -2.52103)
O (1.03645, 11.82346, -6.04815)
O (3.29200, -2.78455, 7.62550)
O (-3.16298, -2.64919, 1.03351)
O (1.40225, -1.21457, 7.93344)
O (0.75140, 7.53783, -4.03790)
O (9.11372, -1.99351, 6.39809)
O (-2.21848, -6.05013, 0.40982)
O (1.56933, -0.85764, 3.60828)
O (-3.12916, -8.97572, -2.70273)
O (-4.06090, -5.19905, -1.00187)
O (1.66990, -3.19987, 9.43531)
O (-0.01450, -0.08162, 1.88412)
O (-1.26804, 7.46863, -2.67750)
O (7.55938, -3.36597, 7.74825)
O (-3.07575, 3.45121, -3.81007)
O (-4.46483, -1.75668, 2.94068)
O (9.33139, -4.45042, 6.35081)
O (2.11426, 13.50398, -7.50034)
O (1.91305, 3.98515, -2.81405)
O (-4.14387, 2.88083, -1.75037)
O (3.25697, -1.31404, 9.56378)
O (0.90791, 1.52576, 3.56206)
O (4.30536, 4.01647, -3.42869)
O (-4.03291, 0.27997, -2.00543)
O (-4.96551, 1.46233, 0.12598)
O (3.56783, 3.18804, -1.21902)
O (-4.08486, -7.52023, -0.26632)
O (-1.47893, -10.58668, -1.83004)
O (-0.71084, -8.63311, -3.05759)
O (-2.67663, -3.40393, 3.36742)
O (-1.85514, -10.45269, -4.26883)
O (1.50662, 11.25524, -8.40459)
O (-4.50159, -5.70186, 1.37781)
O (3.33668, 11.48250, -6.76718)
O (0.92803, 7.19690, -1.58952)
O (-0.69080, -0.22424, 4.25574)
O (7.41900, -3.32821, 5.27409)
O (-4.77523, -4.07249, 2.24615)
C (7.48700, -2.01231, 4.71995)
C (-1.08326, 2.62557, -5.05019)
C (1.38982, 4.00271, -1.48554)
C (-0.36514, -0.78951, -1.92932)
C (-2.41955, 2.23706, -4.24434)
C (-4.81120, -7.35998, -1.48655)
C (4.58459, -1.77505, 9.29877)
C (4.57099, -2.18161, 7.83791)
C (8.86993, -1.50046, 5.07869)
C (1.71050, 10.90633, -5.18313)
C (-4.27685, -6.08449, -2.10572)
C (-0.01542, -8.75849, -1.81376)
C (-5.84980, -2.09298, 2.88963)
C (-1.53503, -1.29101, -0.94649)
C (-5.89647, -3.60736, 3.00394)
C (-0.25834, 6.72930, -4.64706)
C (3.18679, 11.20142, -5.37385)
C (-0.15358, -10.22199, -1.43624)
C (-2.81622, -1.83444, -1.79984)
C (-1.56438, 7.19564, -4.04952)
C (1.16453, -1.53678, 4.80156)
C (-0.35103, -1.51127, 4.78212)
C (-4.08190, -0.95769, -1.25788)
C (-4.31436, 3.16971, -3.17047)
C (2.60770, 4.03654, -0.58462)
H (4.64760, -1.30751, 7.18426)
H (-4.86071, 2.35211, -3.72838)
H (5.37076, -2.88382, 7.59780)
H (-3.09790, 1.56021, -4.85136)
H (8.92963, -0.41343, 5.05667)
H (-0.27765, 2.92158, -4.28146)
H (3.81611, 10.36039, -5.08466)
H (-6.39096, -1.60022, 3.69678)
H (-2.60882, -1.52915, -2.86971)
H (-3.31349, -6.25638, -2.59368)
H (-3.92214, -0.84969, -0.15086)
H (0.60962, -0.74278, -1.34743)
H (-0.64818, 0.24423, -2.31444)
H (1.02396, -8.45238, -1.92111)
H (-1.83703, -0.36027, -0.36101)
H (-2.97356, -2.93883, -1.65381)
H (-5.00588, -1.58596, -1.43160)
H (1.46541, 9.89166, -5.50883)
H (6.70695, -1.40493, 5.18694)
H (-0.01405, -10.38708, -0.36859)
H (5.31307, -0.99296, 9.50627)
H (-1.16755, -2.04456, -0.18753)
H (-0.71113, 1.79911, -5.71657)
H (0.81278, 3.08507, -1.33739)
H (-6.82331, -4.02551, 2.61290)
H (0.55100, -10.84377, -1.99471)
H (9.63137, -1.91935, 4.41530)
H (-5.87344, -7.26527, -1.24083)
H (-1.36761, 3.53907, -5.67242)
H (7.32471, -2.04340, 3.64325)
H (4.78037, -2.63389, 9.94623)
H (-5.76111, -3.92984, 4.04025)
H (-2.06400, 1.64599, -3.33428)
H (1.38864, 11.04236, -4.15203)
H (-0.75090, -2.26897, 4.10456)
H (0.74207, 4.86478, -1.33978)
H (2.38718, 3.67912, 0.42070)
H (-6.24739, -1.75660, 1.92815)
H (-0.18714, -1.52220, -2.77348)
H (-0.78142, -1.64927, 5.77283)
H (1.55730, -0.98549, 5.65724)
H (-0.23653, 6.84710, -5.73002)
H (1.55958, -2.55242, 4.81334)
H (3.02873, 5.04373, -0.52759)
H (-0.51048, -8.11271, -1.08268)
H (-4.93049, 4.12744, -3.20080)
H (-1.90515, 8.12689, -4.51089)
H (-0.06016, 5.68521, -4.38995)
H (-4.97144, -5.64620, -2.82094)
H (-2.34610, 6.44175, -4.13563)
H (3.48823, 12.08986, -4.81271)
H (-4.66468, -8.22198, -2.13242)